DFT (ωB97M-V with the def2-TZVPD basis set) results for a cluster of 3 separate species, H7O3 in total.

Charge: +1
ΔE to the lowest compared entry with this formula, charge and spin in eV: 0.7464
Energy in eV: -6248.674
LUMO energy in eV: -3.804
Highest occupied orbital energy in Eh: -0.6397

Atoms and positions in Å:
1 O 1.395 1.100 -0.660
2 H 1.293 0.549 -1.509
3 H 1.802 1.957 -0.971
4 O -0.723 -1.721 0.309
5 H -1.253 -2.393 0.818
6 H -0.042 -2.364 -0.203
7 O -0.680 0.678 0.386
8 H -0.739 -0.317 0.265
9 H 0.154 1.099 0.133
10 H -1.150 1.011 1.177

Here are the natural (NBO) charges for atoms 1 to 5, given in e:
1 O -0.949
2 H 0.512
3 H 0.526
4 O -0.966
5 H 0.533

***

DFT (ωB97M-V with the def2-TZVPD basis set) results for a structure of composition H7O3.

Charge: +1
ΔE to the lowest compared entry with this formula, charge and spin in eV: 0.5363
Energy in eV: -6248.884
LUMO energy in eV: -3.633
Highest occupied orbital energy in Eh: -0.6454

Atoms and positions in Å:
1 O 0.085 -0.430 1.985
2 H -0.415 -0.612 2.792
3 H 0.665 -1.173 1.969
4 O 0.860 0.593 -1.759
5 H 0.406 1.299 -2.240
6 H 1.102 -0.055 -2.469
7 O -0.805 -0.125 -0.173
8 H -0.115 0.150 -0.993
9 H -1.358 0.638 -0.021
10 H -0.426 -0.285 0.910

Here are the natural (NBO) charges for atoms 1 to 5, given in e:
1 O -0.839
2 H 0.532
3 H 0.520
4 O -0.870
5 H 0.513